# 1
# C19H12Cl2N3O8SZn

A molecular structure, C19H12Cl2N3O8SZn (ωB97M-V/def2-TZVPD, OMol25).

Geometry as XYZ:
```
46
C19H12Cl2N3O8SZn | OMol25 | ωB97M-V/def2-TZVPD
Zn -0.366 -0.893 1.114
Cl -0.563 -0.792 3.788
C -1.483 -2.242 4.088
C -1.951 -2.407 5.381
C -2.674 -3.540 5.712
C -2.912 -4.492 4.735
C -2.437 -4.298 3.452
Cl -2.787 -5.542 2.285
C -1.706 -3.169 3.058
S -1.168 -3.022 1.405
H -1.743 -1.643 6.115
H -3.045 -3.680 6.716
H -3.470 -5.391 4.955
C 1.646 -2.006 -2.053
C 0.525 -1.034 -2.060
N -0.211 -0.713 -1.018
C -1.096 0.249 -1.422
C -0.897 0.512 -2.747
N 0.130 -0.315 -3.132
C -1.490 1.449 -3.731
O -2.433 2.245 -3.287
O -1.089 1.444 -4.875
C -1.989 0.893 -0.412
O -2.772 1.771 -0.810
O -1.824 0.517 0.779
H 1.902 -2.236 -1.022
H 2.526 -1.583 -2.534
H 1.370 -2.927 -2.566
H 0.516 -0.314 -4.065
H -2.605 2.094 -2.293
O 3.317 -0.230 0.391
C 2.276 0.375 0.604
O 1.332 0.001 1.384
C 2.027 1.684 -0.138
C 0.915 2.474 0.134
C 0.657 3.620 -0.609
C 1.517 3.999 -1.625
C 2.631 3.209 -1.863
C 2.905 2.062 -1.146
N 3.555 3.611 -2.939
O 4.535 2.923 -3.134
O 3.292 4.620 -3.561
H 0.242 2.175 0.924
H -0.223 4.210 -0.399
H 1.343 4.878 -2.226
H 3.774 1.456 -1.355
```

- Charge: -1
- Calculated total energy: -125051.8381 eV
- Orbital gap: 7.393 eV
- HOMO: -5.6 eV

Just the Mulliken charges please, in e? Sure, here they are:
1 Zn 0.8460
2 Cl -0.2202
3 C 0.8537
4 C -0.8080
5 C -0.3030
6 C -0.7421
7 C 0.3119
8 Cl -0.2322
9 C -0.1273
10 S -0.2353
11 H 0.3901
12 H 0.3539
13 H 0.3800
14 C -1.4203
15 C 0.1018
16 N 0.1518
17 C 0.5160
18 C -0.0037
19 N 0.0557
20 C 0.4175
21 O -0.5850
22 O -0.6662
23 C 0.9036
24 O -0.8511
25 O -0.7327
26 H 0.2441
27 H 0.3445
28 H 0.3983
29 H 0.2388
30 H 0.4489
31 O -0.7234
32 C 0.2878
33 O -0.7842
34 C 0.2399
35 C -0.4121
36 C -0.5726
37 C -0.4691
38 C 0.0432
39 C -0.4162
40 N 1.0557
41 O -0.6274
42 O -0.6416
43 H 0.5039
44 H 0.4159
45 H 0.4864
46 H 0.5841


# 2
# C48H55BF2OP2PdSb

A molecular structure, C48H55BF2OP2PdSb (ωB97M-V/def2-TZVPD, OMol25).

Geometry as XYZ:
```
111
C48H55BF2OP2PdSb | OMol25 | ωB97M-V/def2-TZVPD
Pd 0.261 1.101 -0.198
O 3.209 -0.160 2.058
C 4.432 -0.472 1.509
C 5.594 -0.806 2.200
C 6.761 -1.069 1.491
C 6.782 -1.009 0.109
C 5.611 -0.698 -0.570
C 4.428 -0.437 0.103
P 2.803 0.028 -0.721
C 3.456 1.444 -1.710
C 4.294 2.379 -1.101
C 4.728 3.502 -1.791
C 4.338 3.707 -3.107
C 3.485 2.799 -3.715
C 3.037 1.685 -3.018
C 2.753 -1.344 -1.966
C 1.916 -2.399 -1.594
C 1.821 -3.553 -2.362
C 2.567 -3.669 -3.527
C 3.392 -2.622 -3.920
C 3.482 -1.469 -3.150
C 2.791 -0.027 3.356
C 3.610 0.100 4.475
C 3.045 0.158 5.742
C 1.673 0.099 5.908
C 0.864 0.022 4.783
C 1.394 -0.022 3.498
P 0.235 -0.086 2.010
C -0.334 -1.813 2.337
C 0.685 -2.753 2.546
C 0.408 -4.105 2.669
C -0.903 -4.562 2.582
C -1.919 -3.652 2.342
C -1.636 -2.295 2.204
C -1.008 1.097 2.737
C -0.614 2.442 2.673
C -1.425 3.448 3.171
C -2.653 3.138 3.749
C -3.044 1.814 3.842
C -2.221 0.801 3.350
H 5.625 -0.894 3.269
H 7.660 -1.319 2.042
H 7.696 -1.209 -0.437
H 5.620 -0.662 -1.653
H 4.597 2.238 -0.069
H 5.364 4.224 -1.294
H 4.680 4.582 -3.648
H 3.143 2.973 -4.728
H 2.321 1.016 -3.480
H 1.326 -2.297 -0.687
H 1.154 -4.352 -2.059
H 2.502 -4.567 -4.131
H 3.972 -2.705 -4.833
H 4.109 -0.655 -3.490
H 4.677 0.180 4.395
H 3.700 0.243 6.602
H 1.233 0.134 6.897
H -0.214 0.011 4.902
H 1.715 -2.416 2.614
H 1.219 -4.807 2.829
H -1.124 -5.616 2.689
H -2.944 -3.995 2.246
H -2.433 -1.616 1.954
H 0.325 2.697 2.207
H -1.104 4.479 3.082
H -3.296 3.925 4.128
H -3.996 1.557 4.297
H -2.543 -0.220 3.474
F 0.659 3.592 -2.056
B 0.694 2.986 -0.820
F 1.201 3.923 0.073
C -5.051 -0.266 0.954
C -4.633 -0.779 -0.425
C -4.396 -2.288 -0.336
C -5.786 -0.564 -1.411
Sb -2.576 0.202 -0.738
C -3.218 2.255 -1.381
C -2.891 3.133 -0.170
C -4.699 2.416 -1.700
C -2.400 2.696 -2.588
C -1.956 -0.849 -2.619
C -0.752 -0.149 -3.245
C -1.517 -2.250 -2.180
C -3.082 -0.956 -3.646
H -6.016 -0.710 1.249
H -5.164 0.822 0.976
H -4.317 -0.531 1.720
H -5.233 -2.762 0.200
H -3.473 -2.547 0.186
H -4.352 -2.737 -1.332
H -6.556 -1.330 -1.222
H -5.479 -0.660 -2.451
H -6.267 0.402 -1.288
H -3.490 2.852 0.705
H -3.107 4.186 -0.407
H -1.839 3.048 0.102
H -5.332 2.146 -0.854
H -5.002 1.829 -2.569
H -4.893 3.474 -1.927
H -1.332 2.563 -2.415
H -2.572 3.768 -2.771
H -2.689 2.154 -3.493
H -0.038 0.196 -2.495
H -1.041 0.721 -3.837
H -0.223 -0.853 -3.907
H -0.682 -2.193 -1.474
H -1.172 -2.814 -3.059
H -2.317 -2.819 -1.709
H -3.516 0.018 -3.887
H -3.883 -1.607 -3.291
H -2.695 -1.389 -4.582
```

- Charge: -1
- Calculated total energy: -87425.7691 eV
- Orbital gap: 5.209 eV
- HOMO: -2.7 eV

Mulliken population analysis, charges in e, atoms 1 to 99:
1 Pd 2.0834
2 O 0.0951
3 C 1.0269
4 C -1.1966
5 C -0.8882
6 C -0.9380
7 C -0.0756
8 C -0.0300
9 P 1.2478
10 C -0.0229
11 C -0.4932
12 C -0.6194
13 C -0.6776
14 C -0.7377
15 C -0.2302
16 C 0.7895
17 C -0.4320
18 C -0.1969
19 C -0.7291
20 C -0.8539
21 C -0.3321
22 C 0.8473
23 C -1.0902
24 C -0.8577
25 C -1.0068
26 C -0.3846
27 C 0.0873
28 P 2.2564
29 C 0.0989
30 C -0.4168
31 C -0.7162
32 C -0.7705
33 C -0.7315
34 C 0.3858
35 C 0.6707
36 C -1.5187
37 C -0.5378
38 C -0.6751
39 C -0.8478
40 C 0.1279
41 H 0.3509
42 H 0.3714
43 H 0.4200
44 H 0.3390
45 H 0.3602
46 H 0.3991
47 H 0.3477
48 H 0.3952
49 H 0.3292
50 H -0.2016
51 H 0.4509
52 H 0.3580
53 H 0.4137
54 H 0.3732
55 H 0.4013
56 H 0.3673
57 H 0.4438
58 H 0.3847
59 H 0.2305
60 H 0.4619
61 H 0.3693
62 H 0.4909
63 H 0.0546
64 H 0.2709
65 H 0.4188
66 H 0.3340
67 H 0.3953
68 H 0.5006
69 F -0.2216
70 B -0.2106
71 F -0.1593
72 C -1.7388
73 C 2.2610
74 C -1.9820
75 C -1.9631
76 Sb 0.0025
77 C 2.2277
78 C -1.6852
79 C -1.9839
80 C -1.5518
81 C 1.8507
82 C -1.8592
83 C -1.4219
84 C -1.8519
85 H 0.4758
86 H 0.2401
87 H 0.2084
88 H 0.5925
89 H 0.0272
90 H 0.3314
91 H 0.4943
92 H 0.1820
93 H 0.3962
94 H 0.2514
95 H 0.5412
96 H -0.1700
97 H 0.2851
98 H 0.2741
99 H 0.5237


# 3
# C4H3ClIN

A single C4H3ClIN molecule (ωB97M-V/def2-TZVPD, OMol25).

Geometry as XYZ:
```
10
C4H3ClIN | OMol25 | ωB97M-V/def2-TZVPD
C -0.217 1.242 0.086
C -1.090 -0.787 0.003
C -1.535 1.482 0.065
C -2.161 0.040 -0.031
N 0.054 -0.061 -0.013
Cl -2.593 2.809 -0.008
I -4.156 -0.461 0.038
H 0.547 1.912 0.204
H -0.965 -1.818 0.054
H 1.005 -0.381 -0.265
```

- Charge: 0
- SMILES: Clc1c[nH]cc1I
- Calculated total energy: -26308.7807 eV
- Orbital gap: 9.059 eV
- HOMO: -8.5 eV

Just the Mulliken charges please, in e? Sure, here they are:
1 C -0.5999
2 C -0.5495
3 C 0.4033
4 C -0.3275
5 N -0.0457
6 Cl -0.2107
7 I 0.1489
8 H 0.4848
9 H 0.4472
10 H 0.2490


# 4
# C4H7NO2

A single C4H7NO2 molecule (ωB97M-V/def2-TZVPD, OMol25).

Geometry as XYZ:
```
14
C4H7NO2 | OMol25 | ωB97M-V/def2-TZVPD
C -2.210 -0.176 -0.171
C -0.748 0.175 -0.127
N -0.197 1.312 -0.176
O 0.003 -0.938 0.045
C 1.317 -0.721 0.544
C 2.203 0.187 -0.293
O 3.168 0.726 0.193
H -2.529 -0.441 0.843
H -2.809 0.667 -0.522
H -2.382 -1.048 -0.806
H -0.877 2.056 -0.315
H 1.277 -0.319 1.562
H 1.774 -1.717 0.567
H 1.968 0.250 -1.372
```

- Charge: 0
- SMILES: [H]/N=C(\C)OCC=O
- Calculated total energy: -9845.8681 eV
- Orbital gap: 10.423 eV
- HOMO: -9.6 eV

Just the Mulliken charges please, in e? Sure, here they are:
1 C -1.0281
2 C 0.7049
3 N -0.6381
4 O -0.3627
5 C -0.3262
6 C 0.1137
7 O -0.4910
8 H 0.2547
9 H 0.3626
10 H 0.2916
11 H 0.2192
12 H 0.2809
13 H 0.2851
14 H 0.3334


# 5
# C32H56N8

8 unconnected molecules or ions with the total composition C32H56N8 (ωB97M-V/def2-TZVPD, OMol25).

Geometry as XYZ:
```
96
C32H56N8 | OMol25 | ωB97M-V/def2-TZVPD
C -3.412 -1.156 4.402
C -2.669 -0.359 3.343
C -3.494 0.031 2.117
C -3.813 -1.177 1.339
N -4.093 -2.143 0.769
H -2.770 -1.205 5.281
H -3.601 -2.162 4.026
H -4.373 -0.709 4.653
H -1.829 -0.992 3.055
H -2.270 0.576 3.735
H -2.957 0.765 1.516
H -4.426 0.436 2.513
C 0.049 -3.701 -0.967
C -1.172 -4.390 -0.187
C -2.484 -4.507 -1.002
C -2.262 -5.028 -2.337
N -2.065 -5.354 -3.413
H 0.370 -4.164 -1.901
H 0.931 -3.689 -0.326
H -0.111 -2.647 -1.195
H -1.381 -3.974 0.798
H -0.914 -5.426 0.031
H -2.889 -3.522 -1.235
H -3.239 -5.090 -0.474
C 3.291 1.567 2.901
C 4.785 1.464 2.548
C 5.637 2.544 3.265
C 5.359 3.911 2.730
N 5.179 4.997 2.320
H 3.107 1.514 3.974
H 2.798 0.695 2.470
H 2.807 2.471 2.532
H 4.985 1.540 1.479
H 5.221 0.488 2.759
H 6.703 2.427 3.071
H 5.522 2.605 4.347
C -0.490 1.022 -2.052
C -0.938 1.872 -0.824
C -0.038 1.597 0.396
C 0.171 0.145 0.686
N 0.275 -0.995 0.971
H 0.521 1.188 -2.422
H -1.177 1.212 -2.876
H -0.643 -0.037 -1.841
H -1.989 1.665 -0.625
H -0.816 2.930 -1.058
H -0.464 2.000 1.315
H 0.926 2.102 0.336
C 2.707 0.810 -4.396
C 2.707 0.144 -5.714
C 2.987 0.982 -6.965
C 2.068 2.033 -7.307
N 1.313 2.869 -7.510
H 2.007 1.644 -4.354
H 3.689 1.265 -4.267
H 2.631 0.159 -3.525
H 1.742 -0.352 -5.817
H 3.445 -0.657 -5.712
H 2.909 0.234 -7.754
H 4.008 1.365 -6.969
C 1.225 -3.617 3.006
C 0.803 -5.077 2.841
C 1.951 -6.093 2.840
C 2.919 -6.098 3.934
N 3.740 -6.120 4.743
H 0.369 -2.943 2.957
H 1.933 -3.397 2.207
H 1.661 -3.512 4.000
H 0.305 -5.099 1.872
H 0.098 -5.385 3.613
H 2.606 -5.842 2.005
H 1.564 -7.093 2.642
C -2.711 2.507 -4.975
C -1.798 2.921 -6.151
C -1.846 1.974 -7.373
C -1.201 0.657 -7.187
N -0.685 -0.391 -7.076
H -3.712 2.437 -5.398
H -2.742 3.234 -4.164
H -2.471 1.500 -4.632
H -0.781 3.132 -5.820
H -2.137 3.889 -6.521
H -1.273 2.379 -8.207
H -2.844 1.836 -7.788
C -2.816 3.838 3.749
C -2.584 3.563 5.216
C -1.139 3.667 5.707
C -0.322 2.648 5.050
N 0.319 1.787 4.574
H -2.741 4.913 3.582
H -3.815 3.540 3.431
H -2.040 3.445 3.093
H -2.907 2.566 5.516
H -3.183 4.259 5.804
H -1.101 3.501 6.783
H -0.712 4.642 5.471
```

- Charge: +1
- Calculated total energy: -45999.7764 eV
- Orbital gap (spin up / spin down): 9.965 / 1.947 eV
- Multiplicity: 2
- HOMO (spin up / spin down): -12.8 / -12.8 eV

Just the Mulliken charges please, in e? Sure, here they are:
1 C -1.5059
2 C 0.7588
3 C 0.0353
4 C 0.1626
5 N -0.5299
6 H 0.4039
7 H 0.3940
8 H 0.3648
9 H -0.3689
10 H -0.1097
11 H -0.1004
12 H 0.4524
13 C -0.8435
14 C -0.3211
15 C -0.1438
16 C 0.1016
17 N -0.1194
18 H 0.4761
19 H 0.2053
20 H 0.1160
21 H 0.3572
22 H 0.4134
23 H 0.2522
24 H 0.4517
25 C -0.8506
26 C -0.5936
27 C -0.4812
28 C 0.2105
29 N -0.4440
30 H 0.3742
31 H 0.1715
32 H 0.3273
33 H 0.3223
34 H 0.3420
35 H 0.3070
36 H 0.3032
37 C -0.4607
38 C -0.3573
39 C 0.3674
40 C -0.0557
41 N -0.3355
42 H 0.2540
43 H -0.1296
44 H 0.0578
45 H 0.1995
46 H 0.3864
47 H -0.3985
48 H 0.5025
49 C -1.1087
50 C -0.2882
51 C -0.4239
52 C 0.2706
53 N -0.4707
54 H 0.2255
55 H 0.3472
56 H 0.3343
57 H 0.2131
58 H 0.3071
59 H 0.2509
60 H 0.3689
61 C -0.7988
62 C 0.3240
63 C -0.4989
64 C 0.0952
65 N -0.4123
66 H -0.0675
67 H 0.2612
68 H 0.4898
69 H -0.4755
70 H 0.4108
71 H 0.2238
72 H 0.4441
73 C -1.2203
74 C -0.2546
75 C -0.5919
76 C 0.2888
77 N -0.5742
78 H 0.3858
79 H 0.3459
80 H 0.2447
81 H 0.2891
82 H 0.3155
83 H 0.3527
84 H 0.4136
85 C -0.8407
86 C -0.4320
87 C -0.4397
88 C 0.2604
89 N -0.4299
90 H 0.4197
91 H 0.2803
92 H 0.0155
93 H 0.2575
94 H 0.3695
95 H 0.3195
96 H 0.2818


# 6
# C5H8O

A single C5H8O molecule (ωB97M-V/def2-TZVPD, OMol25).

Geometry as XYZ:
```
14
C5H8O | OMol25 | ωB97M-V/def2-TZVPD
C -0.249 -0.895 -1.222
C -0.183 -0.933 0.275
C 1.077 -0.330 0.875
O 1.124 1.031 0.436
C -0.161 1.436 0.037
C -0.906 0.213 -0.390
H 0.711 -0.719 -1.728
H -0.846 -1.646 -1.738
H -0.714 -1.704 0.829
H 2.000 -0.816 0.529
H 1.056 -0.353 1.971
H -0.054 2.275 -0.654
H -0.986 1.810 0.820
H -1.870 0.630 -0.040
```

- Charge: 0
- SMILES: C1OC[C@H]2C[C@@H]12
- Calculated total energy: -7359.8128 eV
- Orbital gap: 10.681 eV
- HOMO: -9.6 eV

Just the Mulliken charges please, in e? Sure, here they are:
1 C -0.7794
2 C -0.0773
3 C -0.5752
4 O -0.3885
5 C -0.4770
6 C -0.0329
7 H 0.2220
8 H 0.2748
9 H 0.3926
10 H 0.2773
11 H 0.3090
12 H 0.3202
13 H 0.2359
14 H 0.2984


Number 1: strongest force on any atom 0.48 eV/Å. Number 2: strongest force on any atom 1.15 eV/Å. Number 3: strongest force on any atom 5.04 eV/Å. Number 4: strongest force on any atom 0.56 eV/Å. Number 5: strongest force on any atom 5.73 eV/Å. Number 6: strongest force on any atom 2.85 eV/Å.